(1)
# C21H45Br12N3O3

A 9-piece molecular cluster, C21H45Br12N3O3 overall (wB97M-V/def2-TZVPD, the OMol25 dataset).

XYZ file:
```
84
Properties=species:S:1:pos:R:3:forces:R:3:mulliken_spin:R:1
Br -3.043 -0.743 16.321 -1.0749 0.6040 0.6770 0.000
C -4.459 -0.286 17.692 -0.2472 -1.9433 -0.0291 0.000
C -3.857 0.522 18.782 -0.1289 0.6241 0.0219 -0.003
Br -5.246 0.766 20.163 0.3746 0.1288 -0.2930 0.000
H -4.780 -1.260 18.061 0.5006 -0.1845 0.0874 0.000
H -5.423 0.079 17.337 0.6659 0.6950 -0.8082 0.000
H -3.593 1.496 18.370 0.1126 0.1036 0.4628 0.002
H -3.015 0.040 19.280 -0.1270 0.0661 -0.1522 0.001
Br -3.815 7.264 20.737 0.0717 -0.6542 0.1923 0.000
C -4.829 5.559 20.606 0.2898 0.2992 1.3026 0.002
C -5.053 4.919 22.042 -1.1235 1.4474 -1.0940 0.000
Br -6.486 6.068 23.006 1.3182 -1.2137 -0.7290 0.000
H -4.303 4.869 19.947 0.2318 0.1533 0.1418 0.000
H -5.687 5.965 20.070 -0.3859 -0.7158 0.5591 0.001
H -4.176 4.877 22.688 -0.0499 0.5040 -0.2482 0.000
H -5.427 3.899 21.956 -0.3802 0.2246 -0.0652 0.000
Br 0.368 0.527 21.221 -0.0127 0.3856 -0.3460 0.326
C 0.142 0.722 19.280 0.5761 0.7136 -0.6389 -0.013
C 0.275 -0.541 18.492 -0.4166 -1.6163 0.7479 0.003
Br 1.731 -1.764 19.129 -0.6135 0.8131 -0.5989 0.023
H 0.906 1.439 18.980 -0.0091 0.0662 0.2026 0.023
H -0.836 1.164 19.087 0.1199 -0.0431 0.2208 0.000
H 0.330 -0.378 17.416 0.4474 0.3079 0.2135 -0.004
H -0.630 -1.128 18.652 0.1479 -0.1923 -0.0414 0.002
Br -2.706 6.250 17.373 -0.1029 -0.6873 -0.0524 0.001
C -1.490 4.694 17.510 -0.5096 0.5706 -0.3466 0.010
C -0.773 4.767 18.807 0.9753 -0.3668 0.4604 -0.008
Br -1.649 3.606 20.165 0.0550 0.7406 0.1077 0.154
H -0.787 4.835 16.689 -0.1254 -0.2286 0.1076 0.000
H -2.047 3.759 17.452 -0.0409 0.3555 -0.5386 -0.005
H -0.629 5.794 19.143 -0.2842 -0.2466 0.4583 -0.002
H 0.198 4.274 18.757 0.0199 0.1252 -0.3779 0.005
Br -0.035 11.173 19.027 -0.7796 -0.3410 -0.4217 0.000
C -1.559 10.208 18.142 1.1620 -0.5321 -0.1801 0.000
C -1.046 9.479 16.857 0.5061 0.7735 1.4969 0.000
Br 0.342 8.181 17.355 -0.0330 -0.1274 -0.0614 0.000
H -2.301 10.989 17.975 0.0451 -0.2984 -0.2225 0.000
H -1.877 9.471 18.879 -0.1722 0.2201 -0.0698 0.000
H -0.466 10.195 16.275 -0.5734 -0.2047 -0.4370 0.000
H -1.807 8.886 16.351 0.0442 0.4340 -0.0816 0.000
Br 3.736 3.768 25.486 -0.7997 0.4064 -1.7576 0.010
C 2.988 4.400 23.672 0.3593 1.8284 1.6333 0.005
C 2.272 3.310 22.990 0.7574 -1.6861 1.0233 0.001
Br 1.632 3.826 21.261 -0.4023 -0.2982 -0.4512 0.445
H 3.824 4.882 23.164 0.0350 -0.5396 -0.0877 0.000
H 2.270 5.190 23.890 0.2203 0.0721 0.4050 0.001
H 1.415 3.011 23.594 -0.0824 -0.0096 -0.2923 0.013
H 2.968 2.475 22.908 -0.3932 -0.2271 -0.5421 0.001
C -5.654 4.501 16.349 1.0151 -1.4954 0.2386 0.000
O -4.762 4.018 15.654 -0.4514 0.4144 -0.0613 0.000
N -6.748 3.790 16.724 0.0102 1.4294 -0.3753 0.000
C -7.683 4.253 17.749 -0.2225 -1.0168 -0.4485 0.000
C -7.020 2.477 16.174 0.1088 -0.2817 0.1741 0.000
H -5.482 5.475 16.834 -0.6113 0.0443 -0.0593 0.000
H -7.637 3.462 18.498 -0.1925 0.3792 0.6295 0.000
H -8.698 4.230 17.351 -0.0865 0.0981 -0.0886 0.000
H -7.523 5.249 18.162 0.5190 -0.1933 -0.1735 0.000
H -6.850 1.725 16.943 -0.0030 -0.1379 0.1767 0.000
H -8.064 2.380 15.876 -0.0340 0.2105 -0.0688 0.000
H -6.376 2.225 15.332 -0.0007 0.4124 0.0996 0.000
C 3.697 5.416 16.905 -1.0614 -1.7987 0.9926 -0.001
O 2.710 4.980 17.559 1.9598 1.2929 -1.4363 0.002
N 4.233 4.790 15.824 -0.6811 -0.0051 0.8119 0.001
C 5.473 5.179 15.204 0.9309 0.2667 -0.4889 0.000
C 3.592 3.615 15.248 -1.1073 0.7556 -0.6782 0.000
H 4.309 6.283 17.199 -0.3818 0.1038 0.0910 0.000
H 5.986 6.069 15.566 -0.7860 0.2887 0.5486 0.000
H 5.338 5.358 14.137 -0.1042 -0.1903 -0.0805 0.000
H 6.256 4.432 15.334 -0.2225 -0.4814 -0.1245 0.000
H 4.127 2.677 15.396 0.0800 0.1739 -0.0840 0.000
H 2.540 3.522 15.518 0.2548 -0.0463 1.1724 0.000
H 3.383 3.858 14.206 0.9298 -0.3936 -0.5449 0.000
C -0.885 2.198 15.297 0.5863 -0.6109 2.2707 0.001
O -0.306 2.150 16.411 -0.6947 0.1927 -1.4530 0.001
N -0.432 1.686 14.172 0.6040 -0.6256 -3.2216 0.000
C -1.301 1.839 12.907 1.0408 0.4904 1.6759 0.000
C 0.912 1.043 13.969 -0.3908 0.0061 1.0141 0.000
H -1.906 2.589 15.165 0.0875 0.2799 0.2847 0.000
H -2.343 1.941 13.209 0.0097 -0.6490 -0.0354 0.000
H -1.078 1.005 12.241 -0.3271 0.1480 0.1093 0.000
H -1.089 2.804 12.446 0.4276 -0.1800 -0.2747 0.000
H 0.867 -0.046 13.984 -0.5469 -0.0949 -0.1449 0.000
H 1.439 1.306 13.052 -0.5537 0.4704 -0.0995 0.000
H 1.584 1.260 14.800 -0.2732 0.4372 0.0945 0.000
```
Forces are in eV/Å.

Values from the calculation:
HOMO level (spin up / spin down), eV: -11.25 / -11.25
Net charge: +1
Kohn-Sham gap (spin up / spin down), eV: 8.79 / 2.66
Lowest unoccupied orbital energy (spin up / spin down), eV: -2.5 / -8.6
E, eV: -873619.748
Multiplicity: 2

(2)
# C53H46CaN5P2Si

C53H46CaN5P2Si as an isolated structure (wB97M-V/def2-TZVPD, the OMol25 dataset).

XYZ file:
```
108
Properties=species:S:1:pos:R:3:forces:R:3:lowdin_charge:R:1
Ca -0.860 0.463 -1.230 0.0339 -0.0447 0.0616 1.065
C -3.156 -1.631 -0.800 -0.1485 -0.0739 -0.0128 -0.128
N -2.338 -1.391 -2.003 0.1797 0.1852 0.0864 -0.128
C -3.095 -0.900 -3.157 -0.0681 -0.1363 -0.0046 -0.126
C -3.337 0.579 -3.056 -0.2008 -0.0511 0.0315 -0.323
N -3.000 1.311 -2.022 0.2914 -0.1069 -0.2549 0.057
C -3.404 2.606 -2.333 -0.1299 0.1035 -0.0637 -0.222
C -3.265 3.785 -1.603 -0.0204 -0.0068 -0.0614 -0.007
C -3.766 4.939 -2.169 0.0160 -0.0044 0.0293 -0.071
C -4.388 4.929 -3.427 -0.0123 0.0232 -0.0130 -0.072
C -4.528 3.770 -4.163 -0.0045 0.0111 -0.0147 -0.008
C -4.020 2.611 -3.588 0.0425 0.0811 0.0834 -0.178
N -3.958 1.294 -4.025 -0.0003 -0.0876 0.1032 0.180
C -2.448 -1.496 0.558 -0.1173 0.1074 0.1949 -0.331
N -1.837 -0.133 0.895 0.0366 -0.0463 -0.0995 -0.092
C -2.183 0.255 3.366 -0.0079 0.0179 0.0491 -0.117
C -1.762 1.210 4.285 -0.0308 -0.0261 -0.0498 -0.046
C -1.552 0.895 5.616 -0.0105 0.0541 -0.0074 -0.084
C -1.781 -0.405 6.041 -0.0116 -0.0388 0.0310 -0.073
C -2.227 -1.364 5.151 0.0154 0.0057 -0.0102 -0.026
C -2.440 -1.050 3.808 0.0550 0.0379 0.0094 -0.212
N -2.861 -2.065 2.949 -0.0481 -0.0868 -0.0188 0.095
H -3.583 -2.640 -0.843 -0.0393 0.0259 0.0420 0.140
H -3.983 -0.922 -0.818 -0.0024 -0.0037 0.0136 0.121
H -1.846 -2.235 -2.270 0.0289 0.0006 0.0315 0.123
H -4.064 -1.406 -3.266 0.0337 -0.0339 -0.0255 0.138
H -2.515 -1.109 -4.059 -0.0168 -0.0054 -0.0039 0.133
H -2.776 3.789 -0.637 0.0012 -0.0015 0.0034 0.111
H -3.676 5.877 -1.638 0.0013 -0.0057 0.0035 0.109
H -4.767 5.859 -3.830 0.0018 -0.0051 -0.0040 0.110
H -5.004 3.774 -5.134 0.0008 -0.0149 0.0013 0.115
H -4.319 0.924 -4.887 -0.0139 0.0433 -0.0154 0.173
H -1.585 2.219 3.931 -0.0011 -0.0008 0.0236 0.117
H -1.213 1.651 6.311 -0.0002 0.0049 -0.0056 0.107
H -1.624 -0.676 7.077 0.0047 0.0075 -0.0036 0.109
H -2.417 -2.374 5.497 -0.0053 -0.0043 -0.0178 0.115
H -3.222 -2.871 3.430 0.0042 0.0152 0.0107 0.135
C 1.281 4.224 -1.308 -0.0682 -0.0230 -0.0638 -0.277
Si 1.178 2.411 -0.746 0.1831 -0.1024 0.1528 0.555
C 1.298 2.532 1.193 0.0534 0.1240 -0.0899 -0.310
C 1.445 3.793 1.778 -0.0079 0.1060 0.0015 -0.103
C 1.462 3.983 3.154 0.0133 0.0514 -0.0088 -0.071
C 1.326 2.903 4.010 -0.0069 -0.1032 -0.0032 -0.081
C 1.160 1.637 3.469 0.0315 0.1171 -0.0200 -0.115
C 1.126 1.455 2.088 -0.0133 -0.0751 0.2014 -0.392
P 1.129 -0.229 1.408 -0.2270 -0.1308 -0.3863 1.120
C -0.585 -0.849 1.164 -0.0392 0.0853 -0.0095 -0.386
C -1.053 -2.032 0.723 0.1154 -0.1963 0.0097 -0.007
C -3.488 -1.829 1.654 0.0584 -0.0229 -0.0828 -0.225
C -4.486 -0.692 1.675 -0.0287 0.0206 -0.0071 -0.022
C -3.993 0.535 1.782 -0.1073 -0.0338 -0.0251 0.002
C -2.501 0.674 1.943 0.1280 0.0843 0.0551 -0.215
C 1.723 -1.288 2.763 0.0335 -0.0385 -0.0118 -0.369
C 3.058 -1.100 3.119 0.1180 0.0420 -0.0039 -0.114
C 3.635 -1.855 4.126 0.0232 -0.0050 -0.0059 -0.075
C 2.889 -2.829 4.776 -0.0782 -0.0219 -0.0090 -0.076
C 1.563 -3.028 4.418 0.0658 -0.0302 0.0483 -0.072
C 0.979 -2.261 3.420 -0.0622 -0.0017 -0.0344 -0.080
C 2.844 1.661 -1.418 -0.0609 0.0345 0.0677 -0.302
C 3.968 2.493 -1.416 0.1177 0.0394 -0.0089 -0.101
C 5.155 2.149 -2.047 -0.0118 -0.0440 -0.0122 -0.069
C 5.258 0.941 -2.725 -0.0798 -0.0057 0.0387 -0.073
C 4.174 0.079 -2.725 0.1145 0.0800 -0.0199 -0.108
C 2.988 0.421 -2.072 0.0278 -0.0064 0.1503 -0.401
P 1.685 -0.850 -1.992 -0.2133 0.1849 0.0378 0.983
C 1.614 -1.502 -3.695 0.0114 0.0029 -0.0839 -0.381
C 0.961 -0.693 -4.630 -0.0004 -0.0504 -0.0139 -0.121
C 0.833 -1.095 -5.949 -0.0253 0.0255 -0.0228 -0.086
C 1.346 -2.321 -6.352 -0.0049 0.0011 -0.0224 -0.081
C 1.996 -3.130 -5.434 0.0204 -0.0342 0.0171 -0.071
C 2.134 -2.723 -4.112 -0.0076 0.0416 -0.0230 -0.084
C 2.397 -2.213 -1.016 0.0445 -0.0048 -0.0049 -0.403
C 1.633 -3.367 -0.841 0.0527 -0.0142 -0.0390 -0.146
C 2.075 -4.393 -0.020 -0.0259 -0.0152 -0.0211 -0.079
C 3.289 -4.274 0.643 -0.0112 -0.0304 0.0174 -0.073
C 4.057 -3.133 0.470 0.0411 0.0120 0.0292 -0.073
C 3.616 -2.107 -0.352 -0.0507 0.0002 -0.0282 -0.089
H 2.149 4.788 -0.961 0.0288 -0.0300 0.0256 0.015
H 0.386 4.763 -0.985 0.0014 0.0104 0.0000 0.015
H 1.291 4.253 -2.401 0.0068 -0.0127 -0.0007 0.022
H 1.574 4.662 1.146 -0.0129 -0.0116 -0.0039 0.081
H 1.600 4.980 3.555 0.0005 -0.0043 0.0041 0.107
H 1.352 3.039 5.083 -0.0047 -0.0032 0.0015 0.108
H 1.056 0.783 4.125 0.0088 0.0016 0.0207 0.103
H -0.598 -2.998 0.569 -0.0336 0.0360 0.0092 0.105
H -3.977 -2.765 1.385 0.0070 0.0061 -0.0139 0.152
H -5.550 -0.893 1.649 -0.0004 -0.0031 0.0078 0.117
H -4.622 1.412 1.867 0.0130 0.0065 0.0098 0.122
H -2.183 1.710 1.809 -0.0072 -0.0029 0.0188 0.142
H 3.653 -0.346 2.612 -0.0263 -0.0049 -0.0108 0.115
H 4.669 -1.688 4.399 -0.0037 0.0006 -0.0049 0.108
H 3.339 -3.426 5.557 -0.0107 -0.0022 0.0055 0.106
H 0.971 -3.780 4.926 0.0118 -0.0043 0.0054 0.105
H -0.061 -2.428 3.168 0.0158 0.0496 -0.0067 0.083
H 3.918 3.452 -0.914 -0.0191 -0.0063 0.0010 0.094
H 5.996 2.831 -2.019 0.0046 -0.0075 -0.0069 0.107
H 6.170 0.669 -3.238 0.0039 0.0113 0.0016 0.106
H 4.251 -0.875 -3.234 0.0055 -0.0083 -0.0045 0.108
H 0.580 0.281 -4.329 0.0083 0.0106 0.0148 0.095
H 0.343 -0.448 -6.666 0.0041 -0.0070 -0.0030 0.104
H 1.248 -2.639 -7.382 -0.0022 0.0049 0.0005 0.107
H 2.410 -4.080 -5.745 -0.0050 0.0043 -0.0066 0.109
H 2.659 -3.357 -3.410 0.0016 -0.0217 0.0373 0.104
H 0.685 -3.469 -1.361 0.0160 0.0028 -0.0176 0.095
H 1.475 -5.285 0.103 0.0026 -0.0042 0.0006 0.107
H 3.635 -5.068 1.292 -0.0049 -0.0011 -0.0028 0.109
H 5.004 -3.036 0.984 -0.0037 0.0029 0.0048 0.111
H 4.213 -1.211 -0.468 0.0140 -0.0141 0.0252 0.104
```
Forces are in eV/Å.

Values from the calculation:
HOMO level, eV: -8.75
Net charge: +1
Kohn-Sham gap, eV: 6.69
Lowest unoccupied orbital energy, eV: -2.1
E, eV: -108049.130

(3)
# C21H25F8NO4

A single C21H25F8NO4 molecule (wB97M-V/def2-TZVPD, the OMol25 dataset).

XYZ file:
```
59
Properties=species:S:1:pos:R:3:forces:R:3:nbo_charge:R:1
C 7.519 -0.104 1.652 -0.0824 -0.0428 0.0124 -0.625
C 6.147 0.529 1.794 0.0732 -0.0424 0.0030 -0.061
O 5.237 -0.460 2.244 0.0177 0.0317 0.0605 -0.531
C 3.902 -0.005 2.292 0.0031 0.0808 0.0043 -0.082
C 3.232 -0.018 0.914 0.0062 0.0308 0.0528 -0.091
O 1.941 -0.600 1.050 -0.0128 -0.1025 0.1962 -0.530
C 1.374 -1.050 -0.130 -0.2957 -0.0649 -0.3754 0.020
C 1.489 -2.543 -0.417 -0.5867 -0.1030 -0.0777 0.655
O 2.270 -3.332 0.031 0.4896 -0.1196 -0.0123 -0.552
N 0.440 -2.861 -1.310 0.4590 0.8121 0.0983 -0.646
C -0.358 -1.631 -1.560 -0.1947 -0.4670 0.0030 -0.053
C -1.756 -1.951 -2.054 -0.0823 0.0358 -0.0441 -0.065
C -2.059 -1.605 -3.369 -0.1260 0.1127 0.0530 -0.193
C -3.311 -1.853 -3.920 0.0427 0.0055 0.1026 -0.205
C -4.293 -2.466 -3.156 0.1105 0.0615 -0.0919 -0.209
C -4.002 -2.837 -1.850 0.0693 0.0202 0.0568 -0.229
C -2.749 -2.588 -1.305 0.0908 -0.0570 -0.1496 -0.157
C -0.145 -0.835 -0.254 0.4128 0.0367 -0.0845 -0.229
C -0.836 -1.351 1.016 -0.1456 0.0886 -0.0047 -0.451
C -2.077 -0.543 1.467 -0.0469 -0.1980 0.0045 -0.055
O -2.176 0.727 0.836 0.0757 0.0836 0.0556 -0.550
C -3.218 0.860 -0.087 -0.1337 -0.0061 -0.0301 -0.122
C -2.952 2.075 -0.968 0.0332 0.0977 -0.0988 0.627
F -2.374 1.677 -2.140 -0.0742 0.0272 0.1419 -0.324
F -4.138 2.669 -1.288 0.2304 -0.1478 0.0107 -0.324
C -2.015 3.210 -0.443 0.0475 0.0499 -0.0215 0.590
F -0.745 2.751 -0.332 -0.3606 0.0611 -0.0520 -0.306
F -2.019 4.158 -1.406 0.1242 -0.1122 0.1677 -0.298
C -2.455 3.884 0.906 -0.0742 0.0735 0.0325 0.571
F -2.841 5.160 0.655 -0.0295 -0.3453 0.0655 -0.304
F -3.530 3.224 1.419 0.2550 0.1763 -0.0658 -0.317
C -1.395 3.997 2.023 0.2262 -0.0239 -0.1940 0.525
F -0.332 4.701 1.548 -0.2806 -0.1475 0.1326 -0.324
F -0.960 2.792 2.442 -0.1253 0.1786 -0.0802 -0.313
H 8.009 -0.205 2.621 -0.0268 -0.0292 -0.0299 0.210
H 8.157 0.494 0.999 -0.0055 0.0213 0.0716 0.210
H 7.418 -1.100 1.218 0.0017 0.0795 -0.0308 0.222
H 6.173 1.352 2.522 -0.0295 0.0431 -0.0823 0.163
H 5.813 0.946 0.835 0.0033 -0.0506 -0.0102 0.155
H 3.353 -0.681 2.948 0.0287 -0.0394 -0.0864 0.210
H 3.863 1.001 2.729 -0.0057 -0.0454 0.0303 0.163
H 3.116 0.997 0.514 0.0487 -0.0690 -0.0888 0.168
H 3.854 -0.609 0.234 -0.0168 -0.0292 0.0430 0.187
H 1.821 -0.581 -1.023 0.1231 0.1633 0.1986 0.189
H 0.794 -3.322 -2.139 -0.3367 -0.3845 0.0891 0.398
H 0.100 -1.043 -2.365 0.0632 0.0583 0.0623 0.186
H -1.306 -1.107 -3.970 -0.0057 -0.0154 -0.0024 0.210
H -3.505 -1.556 -4.943 -0.0613 -0.0345 0.0142 0.218
H -5.272 -2.663 -3.575 0.0108 0.0062 0.0035 0.218
H -4.754 -3.332 -1.248 0.0111 0.0066 -0.0091 0.215
H -2.555 -2.920 -0.298 0.0533 -0.0257 0.0510 0.203
H -0.338 0.222 -0.414 -0.1471 -0.0116 0.0438 0.247
H -0.106 -1.346 1.827 -0.0205 0.1459 -0.0681 0.241
H -1.110 -2.398 0.881 0.0281 0.0202 0.0948 0.215
H -2.019 -0.353 2.541 0.0265 0.0068 -0.0595 0.195
H -2.998 -1.113 1.299 0.0336 0.0564 -0.0939 0.172
H -3.293 -0.003 -0.757 0.0067 0.0213 -0.0212 0.212
H -4.185 1.001 0.407 0.0506 0.0399 0.0214 0.199
H -1.844 4.537 2.861 0.0501 -0.0187 -0.0125 0.153
```
Forces are in eV/Å.

Values from the calculation:
SMILES: CCOCCO[C@H]1C(=O)N[C@@H](c2ccccc2)[C@H]1CCOCC(F)(F)C(F)(F)C(F)(F)C(F)F
HOMO level, eV: -9.27
Kohn-Sham gap, eV: 9.90
Lowest unoccupied orbital energy, eV: 0.6
E, eV: -53601.672

(4)
# C5H5FO2

C5H5FO2 as an isolated structure (wB97M-V/def2-TZVPD, the OMol25 dataset).

XYZ file:
```
13
Properties=species:S:1:pos:R:3:forces:R:3:nbo_charge:R:1
C -0.374 0.211 -0.917 0.0285 0.5386 -2.6841 0.031
C -0.931 -0.308 0.400 -0.8002 2.1275 -0.6556 0.148
C 0.503 -0.379 0.083 1.3403 1.2233 3.9873 0.075
C 0.983 0.574 1.026 4.1902 4.6533 6.4474 -0.035
C 1.267 1.334 2.021 -1.6227 -1.3560 -2.3154 -0.237
H -0.920 -0.020 -2.940 3.2204 -3.6959 3.0846 0.484
H -0.652 1.328 -1.276 1.5293 -2.6184 1.0636 0.230
H -1.483 -1.177 0.284 -1.4562 -1.4160 0.7701 0.196
H 0.602 -1.970 -1.038 2.4435 1.2266 4.3104 0.511
H 1.220 2.119 2.982 0.3914 -2.7757 -3.4077 0.284
O -0.079 -0.794 -2.001 -5.7340 5.1117 -3.5205 -0.719
O 1.116 -1.618 0.021 -2.1853 -1.0143 -5.3820 -0.640
F -1.253 0.699 1.355 -1.3450 -2.0047 -1.6982 -0.328
```
Forces are in eV/Å.

Values from the calculation:
HOMO level, eV: -9.08
Energy relative to the best compared isomer or geometry (same formula, charge and spin), kJ/mol: 929.42
Kohn-Sham gap, eV: 7.56
Lowest unoccupied orbital energy, eV: -1.5
E, eV: -12068.256